# CH9N5O

2 unconnected molecules or ions with the total composition CH9N5O (ωB97M-V with the def2-TZVPD basis set, the OMol25 dataset).

Last column: natural (NBO) charge in e.
Atoms and positions in Å:
H (1.070162, 1.680043, -0.341421)  0.316
N (0.610142, 1.777755, 0.580176)  -0.304
N (0.630975, 0.784858, 1.279081)  0.061
N (1.501158, -0.420557, 0.644281)  -0.418
N (2.512922, -0.107220, -0.257726)  -0.636
H (1.822773, -1.050689, 1.378994)  0.383
H (2.970092, 0.762244, 0.018012)  0.347
H (2.111048, -0.013512, -1.187405)  0.372
C (-2.245417, -0.572925, 0.255912)  -0.442
N (-0.943330, -0.724704, -0.325766)  -0.454
O (-0.763473, 0.074209, -1.495326)  -0.664
H (-2.194247, -0.093700, 1.237982)  0.177
H (-2.738407, -1.541536, 0.414649)  0.184
H (-2.993125, 0.025484, -0.287790)  0.196
H (0.195891, -0.833625, 0.137429)  0.413
H (-1.547164, 0.253876, -2.051082)  0.468

Force components x, y, z for each atom (eV/Å):
0.283 -0.102 0.043
-0.487 -0.893 0.809
1.558 0.102 -1.043
-0.534 0.387 0.497
-0.569 0.360 0.123
-0.009 0.713 0.124
0.198 -0.165 -0.155
0.117 -0.017 0.082
-0.146 -0.135 1.242
1.170 -1.257 -0.563
1.073 1.329 -0.777
-0.065 0.130 0.248
0.106 -0.022 -0.070
0.718 -0.032 -0.405
-3.525 0.450 -1.161
0.114 -0.848 1.006

Output
* orbital gap: 7.68 eV
* molar mass: 107.12 g/mol
* energy above the lowest of the compared OMol25 structures with the same formula, charge and spin: 133.1 kcal/mol
* 2S+1: 1
* SMILES: [H]/N=N\NN.CNO

=====

# C12H17N

2 unconnected molecules or ions with the total composition C12H17N (ωB97M-V with the def2-TZVPD basis set, the OMol25 dataset).

Last column: natural (NBO) charge in e.
Atoms and positions in Å:
C (0.541415, 0.019497, -2.729298)  -0.625
C (-0.411008, -0.485400, -1.690240)  -0.077
C (-1.755684, -0.522690, -1.820362)  -0.031
N (-2.349521, -1.045922, -0.677670)  -0.539
C (-1.339143, -1.469032, 0.164094)  0.141
C (-1.423649, -2.003536, 1.454735)  -0.230
C (-0.262279, -2.017752, 2.212488)  -0.220
C (0.967550, -1.698015, 1.625634)  -0.227
C (1.056248, -1.195050, 0.347606)  -0.202
C (-0.121623, -1.047648, -0.402040)  -0.095
H (1.266240, 0.677144, -2.263396)  0.212
H (0.003329, 0.541956, -3.511752)  0.219
H (1.175135, -0.780374, -3.131649)  0.216
H (-2.357022, -0.172184, -2.642298)  0.206
H (-3.240958, -1.505104, -0.798392)  0.402
H (-2.412626, -2.369199, 1.728427)  0.211
H (-0.379054, -2.391221, 3.220774)  0.214
H (1.853562, -1.857332, 2.211110)  0.211
H (1.984773, -0.878885, -0.113980)  0.213
C (2.197592, 3.361290, -0.385770)  -0.615
C (1.608840, 2.622776, 0.837675)  -0.410
C (0.288998, 3.145764, 1.397258)  -0.610
H (2.469159, 2.650813, -1.157961)  0.207
H (3.086539, 3.877560, -0.030351)  0.206
H (1.536643, 4.161420, -0.708468)  0.207
H (1.650667, 1.536828, 0.751162)  0.208
H (2.254473, 2.785770, 1.691691)  0.193
H (-0.474735, 3.356300, 0.637844)  0.197
H (-0.263106, 2.413830, 1.987561)  0.216
H (0.411868, 4.050983, 1.989037)  0.200

Force components x, y, z for each atom (eV/Å):
0.400 -0.359 0.696
0.030 0.050 -0.506
-0.019 0.058 0.154
-0.338 -0.485 -0.855
0.199 0.531 0.330
-0.170 0.426 -0.825
-1.150 -0.920 -0.472
0.152 0.244 0.339
-0.378 0.059 -0.531
0.184 -0.225 0.442
0.046 0.538 0.013
0.125 0.024 -0.201
-0.401 -0.040 -0.202
-0.098 -0.042 -0.031
0.071 0.055 0.487
0.350 0.158 0.682
0.518 -0.019 0.084
0.326 0.161 0.153
0.168 -0.186 0.258
-0.055 -0.012 1.263
0.165 0.205 0.883
-1.256 -0.312 -0.778
-0.083 0.244 -0.365
0.315 -0.034 -0.341
-0.218 -0.238 -0.459
-0.497 0.020 -0.437
0.690 -0.006 0.083
0.357 0.240 -0.299
0.477 -0.161 0.439
0.090 0.030 -0.005

Output
* orbital gap: 8.84 eV
* molar mass: 175.28 g/mol
* energy above the lowest of the compared OMol25 structures with the same formula, charge and spin: 16.6 kcal/mol
* 2S+1: 1
* SMILES: Cc1c[nH]c2ccccc12.CCC

=====

# C9H28BClNO10PSi2

3 unconnected molecules or ions with the total composition C9H28BClNO10PSi2 (ωB97M-V with the def2-TZVPD basis set, the OMol25 dataset).

Last column: natural (NBO) charge in e.
Atoms and positions in Å:
C (-1.691015, -3.214548, 4.467492)  -1.031
B (-1.914334, -2.637680, 3.032778)  0.638
O (-2.811707, -1.623621, 2.779157)  -0.939
Si (-0.865045, -3.403541, 1.443623)  1.542
O (-1.889708, -4.362364, 0.526931)  -0.791
N (-1.583587, -4.691227, -0.852544)  0.429
O (-0.721278, -5.457622, -0.932835)  -0.234
O (-0.300224, -2.201744, 0.458773)  -1.272
Si (1.083940, -1.796060, -0.300841)  1.573
O (2.414058, -2.345002, 0.517952)  -1.108
P (1.448449, 0.446646, -0.208517)  0.704
O (1.461924, 0.624621, 1.439838)  -0.985
Cl (-0.537297, 0.892983, -0.628123)  -0.334
H (-1.795295, -4.304533, 4.473193)  0.251
H (-2.362090, -2.791817, 5.215721)  0.240
H (-0.654064, -3.032444, 4.775517)  0.252
H (-2.523429, -0.707126, 2.726821)  0.529
H (0.303260, -4.248364, 1.825516)  -0.249
H (1.040514, -2.295351, -1.692357)  -0.223
H (2.664075, -3.272433, 0.456756)  0.511
H (1.589483, -0.185578, 1.949416)  0.498
C (7.398060, 3.664105, -2.020328)  -0.252
O (7.434435, 2.292694, -1.678002)  -0.551
C (6.574172, 1.945588, -0.608239)  -0.087
C (5.293112, 1.302717, -1.095698)  -0.087
O (4.503208, 2.205919, -1.845597)  -0.550
C (4.579621, 2.013978, -3.243044)  -0.251
H (7.969793, 3.779338, -2.939641)  0.190
H (6.375103, 4.012507, -2.184140)  0.178
H (7.858619, 4.278830, -1.238934)  0.166
H (6.331474, 2.830088, -0.009036)  0.174
H (7.107024, 1.236902, 0.032791)  0.183
H (4.703864, 0.982883, -0.230000)  0.182
H (5.530697, 0.414354, -1.691903)  0.172
H (4.081837, 1.084331, -3.542347)  0.165
H (5.615334, 1.986433, -3.592688)  0.177
H (4.063653, 2.851444, -3.709559)  0.192
C (-7.162246, 1.228169, 0.867360)  -0.252
O (-5.934285, 0.666221, 1.285242)  -0.553
C (-5.508257, -0.434164, 0.498164)  -0.093
C (-4.449697, -0.037270, -0.509736)  -0.088
O (-4.958803, 0.849154, -1.490148)  -0.552
C (-4.604948, 2.201292, -1.274352)  -0.253
H (-7.305431, 2.144970, 1.436980)  0.189
H (-7.155718, 1.462965, -0.200196)  0.178
H (-7.997662, 0.549908, 1.073747)  0.165
H (-6.359189, -0.883537, -0.025220)  0.171
H (-5.097708, -1.189365, 1.171666)  0.194
H (-4.094390, -0.937333, -1.020175)  0.187
H (-3.594375, 0.417355, 0.004176)  0.171
H (-3.535264, 2.362883, -1.448543)  0.169
H (-4.847984, 2.525566, -0.258800)  0.175
H (-5.170678, 2.797881, -1.988065)  0.190

Force components x, y, z for each atom (eV/Å):
-0.193 -0.097 -0.014
-0.012 0.088 -0.186
0.264 -0.026 0.297
0.060 -0.072 0.155
-0.226 0.193 -0.233
-0.104 -0.078 0.325
0.142 -0.023 -0.102
0.072 -0.129 0.150
0.226 0.101 -0.173
-0.109 -0.076 -0.108
0.009 -0.019 0.279
0.266 -0.017 -0.052
-0.247 0.042 -0.093
0.018 -0.010 -0.001
0.025 0.026 0.003
0.004 0.032 -0.034
-0.120 -0.094 -0.227
0.018 0.111 -0.048
0.013 -0.008 0.069
-0.034 0.069 0.062
-0.124 0.015 -0.097
-0.009 0.012 -0.010
-0.012 -0.028 -0.028
0.000 0.023 0.030
-0.036 -0.024 -0.023
0.041 0.050 0.014
-0.010 -0.011 -0.015
0.006 0.010 0.012
0.005 -0.002 -0.016
-0.007 -0.011 0.013
0.012 -0.008 0.004
-0.003 -0.003 0.001
0.004 -0.002 0.007
-0.003 0.001 0.011
0.008 -0.010 0.014
-0.003 0.017 0.000
-0.006 -0.013 -0.006
0.018 0.003 -0.013
0.036 0.017 0.000
-0.026 -0.028 -0.029
0.027 -0.028 0.047
-0.038 0.039 -0.011
0.006 -0.012 -0.007
-0.016 -0.008 0.004
-0.005 0.015 0.005
0.005 -0.015 -0.005
-0.018 0.030 -0.013
0.069 -0.002 0.042
0.013 0.000 -0.004
-0.018 -0.041 0.005
0.009 -0.015 0.009
-0.016 0.006 -0.007
0.015 0.007 -0.002

Output
* orbital gap: 8.67 eV
* molar mass: 443.73 g/mol
* 2S+1: 1
* SMILES: CB(O)[Si@@H](ON=O)O[Si@H](O)P(O)Cl.COCCOC.COCCOC

=====

no.,HOMO level (eV)
1,-6.88
2,-7.92
3,-9.01